(1)
The following is a quantum chemistry calculation of 3 unconnected molecules or ions with the total composition C4H10N2O2 in a non-equilibrium geometry, from the Open Molecules 2025 dataset.

Geometry (Å):
C: -3.91 -0.29 1.00
C: -2.50 0.07 0.65
C: -2.09 1.43 0.59
N: -0.88 1.48 -0.04
C: -0.56 0.16 -0.32
N: -1.50 -0.68 -0.03
H: -4.35 0.18 1.85
H: -4.57 -0.11 0.06
H: -4.02 -1.39 1.17
H: -2.40 2.34 1.04
H: -0.24 2.27 -0.29
H: 0.38 -0.14 -0.88
O: 2.51 -2.85 -0.53
H: 2.33 -3.51 0.20
H: 1.85 -2.34 -0.94
O: 6.28 1.12 -0.87
H: 5.50 1.22 -0.35
H: 6.16 1.53 -1.71

Its SMILES is Cc1c[nH]cn1.O.O. As for the net charge: 0.

The molecule's Mulliken atomic charges, reported in e, are given here: atom 1 (C): -1.057, atom 2 (C): 0.525, atom 3 (C): -0.476, atom 4 (N): -0.077, atom 5 (C): -0.078, atom 6 (N): -0.551, atom 7 (H): 0.337, atom 8 (H): 0.203, atom 9 (H): 0.309, atom 10 (H): 0.394, atom 11 (H): 0.230, atom 12 (H): 0.238, atom 13 (O): -0.660, atom 14 (H): 0.331, atom 15 (H): 0.333, atom 16 (O): -0.625, atom 17 (H): 0.311, atom 18 (H): 0.314

=====

(2)
The following is a quantum chemistry calculation of a single C4H10N2O2 molecule in a non-equilibrium geometry, from the Open Molecules 2025 dataset.

Geometry (Å):
C: 0.50 -2.11 0.49
C: -0.35 -0.91 0.10
O: -1.03 -1.12 -1.13
C: 0.43 0.37 0.00
N: 1.84 0.32 0.14
C: -0.21 1.53 -0.23
N: -1.57 1.66 -0.50
O: 0.50 2.72 -0.27
H: -0.12 -3.00 0.52
H: 0.95 -1.96 1.47
H: 1.30 -2.24 -0.24
H: -1.19 -0.74 0.88
H: -1.31 -2.04 -1.16
H: 2.22 1.26 0.07
H: 2.15 -0.10 1.00
H: -2.02 0.72 -0.52
H: -2.06 2.29 0.12
H: -0.04 3.36 -0.75

Its SMILES is C[C@H](O)/C(N)=C(\N)O. As for the net charge: 0.

The molecule's Mulliken atomic charges, reported in e, are given here: atom 1 (C): -1.657, atom 2 (C): 0.343, atom 3 (O): -0.581, atom 4 (C): 0.244, atom 5 (N): -0.630, atom 6 (C): 0.520, atom 7 (N): -0.658, atom 8 (O): -0.542, atom 9 (H): 0.463, atom 10 (H): 0.375, atom 11 (H): 0.395, atom 12 (H): 0.078, atom 13 (H): 0.328, atom 14 (H): 0.264, atom 15 (H): 0.199, atom 16 (H): 0.288, atom 17 (H): 0.216, atom 18 (H): 0.355

=====

(3)
The following is a quantum chemistry calculation of 2 unconnected molecules or ions with the total composition C4H10N2O2 in a non-equilibrium geometry, from the Open Molecules 2025 dataset.

Geometry (Å):
C: 2.33 -1.01 -2.63
C: 2.06 0.30 -1.84
N: 2.63 0.27 -0.53
O: 1.36 1.15 -2.31
H: 1.65 -1.11 -3.50
H: 2.11 -1.76 -1.90
H: 3.36 -0.87 -2.95
H: 2.52 1.07 0.11
H: 3.11 -0.54 -0.30
C: -1.57 -1.21 1.22
C: -2.05 0.00 2.00
N: -3.27 0.33 1.42
O: -1.52 0.66 2.89
H: -2.24 -2.10 1.38
H: -0.55 -1.56 1.54
H: -1.60 -1.09 0.19
H: -3.62 1.25 1.33
H: -3.68 -0.43 0.76

Its SMILES is CC(N)=O.CC(N)=O. As for the net charge: 0.

The molecule's Mulliken atomic charges, reported in e, are given here: atom 1 (C): -0.947, atom 2 (C): 0.655, atom 3 (N): -0.411, atom 4 (O): -0.573, atom 5 (H): 0.249, atom 6 (H): 0.322, atom 7 (H): 0.291, atom 8 (H): 0.235, atom 9 (H): 0.183, atom 10 (C): -1.156, atom 11 (C): 0.722, atom 12 (N): -0.404, atom 13 (O): -0.595, atom 14 (H): 0.342, atom 15 (H): 0.259, atom 16 (H): 0.388, atom 17 (H): 0.211, atom 18 (H): 0.228

=====

(4)
The following is a quantum chemistry calculation of 2 unconnected molecules or ions with the total composition C4H10N2O3 in a non-equilibrium geometry, from the Open Molecules 2025 dataset.

Geometry (Å):
N: -2.08 -0.67 0.85
C: -1.10 0.13 0.66
O: -0.52 0.61 1.60
C: -0.59 0.47 -0.74
C: 0.88 0.02 -0.82
N: 1.07 -1.47 -0.86
C: 2.19 -2.15 -1.17
O: 3.33 -1.61 -1.32
H: -2.25 -0.97 1.82
H: -2.64 -1.07 0.09
H: -1.23 -0.02 -1.50
H: -0.68 1.56 -0.88
H: 1.52 0.46 -0.02
H: 1.26 0.38 -1.79
H: 0.25 -2.04 -0.67
H: 2.01 -3.24 -1.34
O: -0.41 3.42 2.36
H: -0.39 2.44 2.26
H: -0.61 3.76 1.46

Its SMILES is NC(=O)CCNC=O.O. As for the net charge: 0.

The molecule's Mulliken atomic charges, reported in e, are given here: atom 1 (N): -0.388, atom 2 (C): 0.523, atom 3 (O): -0.728, atom 4 (C): -0.574, atom 5 (C): -0.569, atom 6 (N): -0.063, atom 7 (C): 0.026, atom 8 (O): -0.592, atom 9 (H): 0.248, atom 10 (H): 0.218, atom 11 (H): 0.339, atom 12 (H): 0.273, atom 13 (H): 0.339, atom 14 (H): 0.352, atom 15 (H): 0.230, atom 16 (H): 0.310, atom 17 (O): -0.670, atom 18 (H): 0.438, atom 19 (H): 0.288

=====

(5)
The following is a quantum chemistry calculation of a single C4H10N2O3S molecule in a non-equilibrium geometry, from the Open Molecules 2025 dataset.

Geometry (Å):
C: -2.28 -0.88 0.31
C: -0.93 -0.21 0.66
C: -0.98 1.33 0.14
C: 0.01 1.31 -1.08
O: 0.15 -0.06 -1.41
N: 0.06 -0.86 -0.22
S: 1.75 -0.88 0.69
N: 2.75 -0.62 -0.64
O: 1.82 0.22 1.62
O: 2.22 -2.12 1.30
H: -2.52 -0.70 -0.77
H: -3.16 -0.47 1.07
H: -2.28 -1.95 0.65
H: -0.78 -0.46 1.72
H: -0.77 2.10 0.81
H: -2.01 1.54 -0.32
H: -0.35 1.74 -2.00
H: 0.96 1.79 -0.99
H: 3.63 -1.03 -0.40
H: 2.72 0.21 -1.14

Its SMILES is C[C@@H]1CCON1S(N)(=O)=O. As for the net charge: 0.

The molecule's Mulliken atomic charges, reported in e, are given here: atom 1 (C): -1.327, atom 2 (C): 0.319, atom 3 (C): -0.717, atom 4 (C): -0.445, atom 5 (O): -0.302, atom 6 (N): -0.116, atom 7 (S): 1.042, atom 8 (N): -0.436, atom 9 (O): -0.573, atom 10 (O): -0.621, atom 11 (H): 0.311, atom 12 (H): 0.303, atom 13 (H): 0.349, atom 14 (H): 0.432, atom 15 (H): 0.381, atom 16 (H): 0.314, atom 17 (H): 0.379, atom 18 (H): 0.230, atom 19 (H): 0.274, atom 20 (H): 0.204

=====

(6)
The following is a quantum chemistry calculation of a molecular structure, C4H10N2OS in a non-equilibrium geometry, from the Open Molecules 2025 dataset.

Geometry (Å):
O: -2.47 -1.30 -1.49
C: -1.36 -0.58 -2.13
N: -0.22 0.02 -1.67
C: -0.36 0.25 -0.34
C: -0.37 -1.06 0.54
S: 2.80 0.29 3.13
C: 0.97 1.05 0.17
N: 0.92 1.62 1.43
H: -1.62 -0.31 -3.11
H: -1.44 -1.78 -1.88
H: -1.22 0.91 -0.19
H: -0.56 -1.98 -0.19
H: -1.02 -1.00 1.45
H: 0.70 -1.15 0.79
H: 1.21 1.74 -0.65
H: 1.80 0.27 0.10
H: 0.35 1.32 2.14
H: 1.87 1.68 1.90

As for the net charge: 0.

The molecule's Mulliken atomic charges, reported in e, are given here: atom 1 (O): -0.422, atom 2 (C): -0.500, atom 3 (N): -0.522, atom 4 (C): 0.562, atom 5 (C): -0.848, atom 6 (S): -0.182, atom 7 (C): -0.683, atom 8 (N): -0.503, atom 9 (H): 0.493, atom 10 (H): 0.358, atom 11 (H): 0.395, atom 12 (H): 0.211, atom 13 (H): 0.223, atom 14 (H): 0.323, atom 15 (H): 0.338, atom 16 (H): 0.301, atom 17 (H): 0.302, atom 18 (H): 0.154

=====

(7)
The following is a quantum chemistry calculation of a single C4H10N2OS molecule in a non-equilibrium geometry, from the Open Molecules 2025 dataset.

Geometry (Å):
N: 0.60 2.92 -0.59
C: -0.18 1.98 -1.21
O: -1.35 2.19 -1.46
N: 0.46 0.74 -1.40
C: 0.66 -0.03 -0.15
C: -0.37 -1.15 0.04
C: 0.03 -1.93 1.31
S: -1.08 -3.20 1.92
H: 0.12 3.80 -0.45
H: 1.58 2.98 -0.82
H: -0.07 0.23 -2.09
H: 1.65 -0.47 -0.26
H: 0.60 0.62 0.72
H: -1.34 -0.75 0.27
H: -0.35 -1.76 -0.86
H: 0.96 -2.48 1.20
H: 0.34 -1.14 2.01
H: -2.24 -2.54 1.82

Its SMILES is NC(=O)NCCCS. As for the net charge: 0.

The molecule's Mulliken atomic charges, reported in e, are given here: atom 1 (N): -0.395, atom 2 (C): 0.445, atom 3 (O): -0.612, atom 4 (N): -0.291, atom 5 (C): -0.844, atom 6 (C): -0.336, atom 7 (C): -0.721, atom 8 (S): -0.219, atom 9 (H): 0.241, atom 10 (H): 0.241, atom 11 (H): 0.282, atom 12 (H): 0.290, atom 13 (H): 0.474, atom 14 (H): 0.350, atom 15 (H): 0.306, atom 16 (H): 0.317, atom 17 (H): 0.368, atom 18 (H): 0.103

=====

(8)
The following is a quantum chemistry calculation of a molecular structure, C4H10N2OS2 in a non-equilibrium geometry, from the Open Molecules 2025 dataset.

Geometry (Å):
C: -0.84 1.42 -1.74
C: -1.72 1.05 -0.56
C: 1.21 0.47 -0.94
C: 0.33 -2.00 2.43
N: 0.27 0.50 -1.94
N: 0.30 -0.15 0.58
O: 2.44 -1.39 0.97
S: -0.76 1.10 1.01
S: 1.43 -0.67 1.75
H: -1.44 1.44 -2.66
H: -0.41 2.42 -1.58
H: -2.53 1.77 -0.44
H: -2.13 0.04 -0.65
H: 1.97 -0.28 -1.04
H: 1.55 1.45 -0.62
H: -0.66 -1.59 2.55
H: 0.73 -2.33 3.38
H: 0.33 -2.82 1.72
H: -0.06 -0.43 -2.20

As for the net charge: 0.

The molecule's Mulliken atomic charges, reported in e, are given here: atom 1 (C): -0.716, atom 2 (C): -0.541, atom 3 (C): -0.492, atom 4 (C): -0.861, atom 5 (N): -0.251, atom 6 (N): -0.232, atom 7 (O): -0.616, atom 8 (S): -0.086, atom 9 (S): 0.506, atom 10 (H): 0.349, atom 11 (H): 0.314, atom 12 (H): 0.375, atom 13 (H): 0.326, atom 14 (H): 0.422, atom 15 (H): 0.315, atom 16 (H): 0.285, atom 17 (H): 0.346, atom 18 (H): 0.272, atom 19 (H): 0.286

=====

(9)
The following is a quantum chemistry calculation of a single C4H10N2S molecule in a non-equilibrium geometry, from the Open Molecules 2025 dataset.

Geometry (Å):
C: -0.82 -1.28 -2.61
N: -0.90 -0.88 -1.34
S: -0.22 0.76 -1.08
C: -0.68 0.84 0.66
C: 0.24 0.14 1.69
C: 1.61 0.93 1.81
N: 0.70 -1.41 1.65
H: -1.09 -2.27 -2.56
H: -0.68 -0.48 -3.57
H: -0.54 2.02 1.00
H: -1.72 0.60 0.82
H: -0.25 0.24 2.66
H: 1.98 0.88 0.79
H: 1.40 1.96 2.30
H: 2.30 0.23 2.44
H: 1.53 -1.45 0.88
H: -0.16 -1.72 1.10

Its SMILES is C=NSC[C@H](C)N. As for the net charge: 0.

The molecule's Mulliken atomic charges, reported in e, are given here: atom 1 (C): -0.265, atom 2 (N): -0.303, atom 3 (S): -0.038, atom 4 (C): -0.597, atom 5 (C): 0.046, atom 6 (C): -1.256, atom 7 (N): -0.709, atom 8 (H): 0.309, atom 9 (H): 0.171, atom 10 (H): 0.269, atom 11 (H): 0.444, atom 12 (H): 0.299, atom 13 (H): 0.350, atom 14 (H): 0.351, atom 15 (H): 0.318, atom 16 (H): 0.297, atom 17 (H): 0.314

=====

(10)
The following is a quantum chemistry calculation of a single C4H10N2S molecule in a non-equilibrium geometry, from the Open Molecules 2025 dataset.

Geometry (Å):
C: 0.74 0.19 -2.56
C: 0.37 1.24 -1.42
N: -0.83 0.89 -0.61
C: -1.29 2.02 0.29
N: -0.57 -0.26 0.13
C: 0.30 -0.51 1.04
S: 0.63 -1.98 1.72
H: -0.27 -0.34 -2.98
H: 1.30 0.75 -3.42
H: 1.38 -0.63 -2.11
H: 0.00 2.25 -1.83
H: 1.22 1.33 -0.78
H: -2.22 1.69 0.75
H: -0.46 2.20 1.04
H: -1.53 2.90 -0.33
H: -1.17 -1.03 -0.07
H: 0.80 0.41 1.46

Its SMILES is CCN(C)NC=S. As for the net charge: 0.

The molecule's Mulliken atomic charges, reported in e, are given here: atom 1 (C): -0.988, atom 2 (C): -0.284, atom 3 (N): -0.390, atom 4 (C): -0.836, atom 5 (N): 0.087, atom 6 (C): 0.004, atom 7 (S): -0.361, atom 8 (H): 0.247, atom 9 (H): 0.319, atom 10 (H): 0.252, atom 11 (H): 0.345, atom 12 (H): 0.324, atom 13 (H): 0.283, atom 14 (H): 0.311, atom 15 (H): 0.338, atom 16 (H): 0.170, atom 17 (H): 0.178

=====

(11)
The following is a quantum chemistry calculation of 2 unconnected molecules or ions with the total composition C4H10N2S in a non-equilibrium geometry, from the Open Molecules 2025 dataset.

Geometry (Å):
C: -0.60 -1.73 -1.09
C: 0.42 -2.80 -1.20
C: -0.10 3.03 0.84
C: 1.02 2.34 0.97
N: -0.46 -0.73 -0.26
N: -1.20 0.29 0.00
S: 1.25 0.96 2.02
H: -1.48 -1.76 -1.71
H: -0.03 -3.78 -1.07
H: 0.89 -2.80 -2.19
H: 1.20 -2.67 -0.46
H: 0.39 -0.73 0.32
H: -1.00 2.76 1.38
H: -0.16 3.87 0.17
H: 1.92 2.58 0.43
H: -2.04 0.29 -0.59
H: -0.01 0.89 2.43

As for the net charge: 0.

The molecule's Mulliken atomic charges, reported in e, are given here: atom 1 (C): 0.195, atom 2 (C): -1.032, atom 3 (C): -0.718, atom 4 (C): 0.111, atom 5 (N): 0.384, atom 6 (N): -0.891, atom 7 (S): -0.316, atom 8 (H): 0.329, atom 9 (H): 0.276, atom 10 (H): 0.256, atom 11 (H): 0.260, atom 12 (H): 0.095, atom 13 (H): 0.208, atom 14 (H): 0.249, atom 15 (H): 0.292, atom 16 (H): 0.135, atom 17 (H): 0.167

=====

(12)
The following is a quantum chemistry calculation of a single C4H10N2S molecule in a non-equilibrium geometry, from the Open Molecules 2025 dataset.

Geometry (Å):
C: -0.44 -1.08 1.23
N: -0.43 -0.48 -0.06
C: -0.29 -1.40 -1.15
N: 0.26 0.73 -0.16
C: -0.60 1.90 -0.01
C: 1.58 0.87 -0.16
S: 2.73 -0.28 0.10
H: -1.27 -1.77 1.25
H: 0.41 -1.69 1.48
H: -0.59 -0.40 2.06
H: -1.15 -2.06 -1.28
H: -0.15 -0.79 -2.05
H: 0.60 -2.03 -1.03
H: -0.09 2.82 -0.30
H: -0.99 2.01 1.02
H: -1.48 1.75 -0.67
H: 1.91 1.89 -0.28

Its SMILES is CN(C)N(C)C=S. As for the net charge: 0.

The molecule's Mulliken atomic charges, reported in e, are given here: atom 1 (C): -0.966, atom 2 (N): -0.188, atom 3 (C): -0.920, atom 4 (N): 0.228, atom 5 (C): -0.806, atom 6 (C): -0.048, atom 7 (S): -0.318, atom 8 (H): 0.385, atom 9 (H): 0.317, atom 10 (H): 0.298, atom 11 (H): 0.308, atom 12 (H): 0.311, atom 13 (H): 0.318, atom 14 (H): 0.311, atom 15 (H): 0.270, atom 16 (H): 0.278, atom 17 (H): 0.222

=====

Relative energy (zero: lowest compared OMol25 entry of this formula, charge and spin) list, top to bottom, in eV: 2.552, 2.178, 1.430, 0.637, 4.388, 9.665, 0.400, 0.000, 3.192, 2.065, 3.058, 1.597